C4H10N2S in the gas phase at a distorted geometry, computed with the ωB97M-V functional and the def2-TZVPD basis.

The geometry in ORCA input format:
```
! wB97M-V def2-TZVPD RIJCOSX def2/J DEFGRID3
* xyz 0 1
N -0.63 1.74 0.36
C -1.21 0.45 0.51
C -1.92 -0.14 -0.71
N -0.77 -1.27 -0.66
C -0.36 -0.80 0.80
C 1.15 -0.50 0.97
S 1.85 0.27 -0.53
H -0.23 1.65 -0.66
H -1.37 2.42 -0.10
H -1.74 0.31 1.62
H -2.97 -0.47 -0.73
H -1.80 0.41 -1.74
H -1.11 -2.19 -0.54
H -0.77 -1.40 1.77
H 1.26 -0.10 2.02
H 1.65 -1.54 0.86
H 1.31 -0.67 -1.32
*
```

Output
ΔE to the lowest compared entry with this formula, charge and spin in kJ/mol: 369.6
Strongest force on any atom in eV/A: 5.79
E_LUMO in Ha: 0.0322
SMILES string: N[C@H]1CN[C@H]1CS